# 1
Formula: C46H44ClInN6O6S3
Source: the OMol25 dataset
Level of theory: the ωB97M-V functional and the def2-TZVPD basis

```
107
Properties=species:S:1:pos:R:3
In -0.197 0.061 0.654
S -0.081 -0.339 3.186
C -1.180 -1.643 3.499
N -1.734 -2.421 2.628
C -2.601 -3.322 3.230
C -3.363 -4.270 2.549
C -4.182 -5.112 3.277
C -4.253 -5.018 4.670
C -3.510 -4.075 5.358
C -2.687 -3.228 4.624
S -1.661 -1.938 5.163
H -3.316 -4.315 1.468
H -4.783 -5.850 2.762
H -4.904 -5.687 5.218
H -3.571 -4.000 6.435
C -3.240 0.689 2.894
C -3.834 1.249 1.635
C -5.213 1.204 1.462
C -5.807 1.686 0.312
C -5.014 2.231 -0.682
C -3.633 2.305 -0.550
C -2.827 2.891 -1.667
C -3.053 1.800 0.620
N -1.608 1.843 0.787
C -1.018 2.919 1.116
C -1.732 4.183 1.469
C 0.505 2.938 1.209
C 1.145 4.271 1.426
N 1.153 1.837 1.183
C 2.585 1.894 1.399
C 3.055 2.078 2.708
C 2.159 2.138 3.919
C 4.426 2.179 2.912
C 5.315 2.104 1.853
C 4.828 1.910 0.575
C 3.464 1.796 0.323
C 3.011 1.585 -1.091
H -3.989 0.661 3.686
H -2.382 1.257 3.250
H -2.906 -0.334 2.717
H -5.819 0.775 2.251
H -6.881 1.637 0.189
H -5.466 2.611 -1.590
H -3.482 3.190 -2.483
H -2.118 2.161 -2.042
H -2.244 3.756 -1.358
H -2.800 4.006 1.555
H -1.560 4.940 0.702
H -1.348 4.573 2.413
H 0.641 5.020 0.826
H 2.192 4.239 1.144
H 1.076 4.552 2.482
H 2.001 1.136 4.319
H 1.172 2.549 3.715
H 2.625 2.740 4.698
H 4.792 2.327 3.920
H 6.380 2.202 2.025
H 5.510 1.849 -0.266
H 3.702 0.910 -1.599
H 2.997 2.529 -1.639
H 2.012 1.169 -1.149
Cl 1.514 3.534 -7.027
C 1.211 3.523 -5.308
C 1.430 4.700 -4.561
C 1.190 4.731 -3.221
C 0.711 3.582 -2.493
O 0.457 3.665 -1.266
C 0.541 2.380 -3.281
C 0.169 1.101 -2.778
O 0.038 0.669 -1.623
C 0.773 2.401 -4.683
H 1.788 5.585 -5.073
H 1.351 5.641 -2.657
H -0.011 0.361 -3.579
H 0.605 1.495 -5.254
O -3.085 -1.524 -1.817
C -1.964 -1.674 -1.377
O -1.572 -1.117 -0.256
C -1.033 -2.629 -2.095
C 0.329 -2.427 -2.263
C 1.135 -3.352 -2.940
C 0.517 -4.479 -3.415
O 1.073 -5.530 -4.095
C 0.001 -6.437 -4.364
O -1.199 -5.872 -3.842
C -0.841 -4.682 -3.261
C -1.645 -3.777 -2.625
H 0.781 -1.523 -1.892
H 2.194 -3.186 -3.083
H 0.202 -7.390 -3.870
H -0.098 -6.571 -5.442
H -2.712 -3.920 -2.529
C 5.284 -1.814 -1.769
C 5.019 -1.680 -0.267
C 3.591 -1.953 0.073
N 2.713 -1.050 0.294
N 1.455 -1.551 0.526
C 1.398 -2.864 0.471
N 0.291 -3.578 0.666
S 2.935 -3.575 0.123
H 6.317 -1.556 -2.000
H 4.630 -1.147 -2.333
H 5.105 -2.834 -2.114
H 5.234 -0.666 0.073
H 5.663 -2.363 0.289
H -0.544 -3.098 1.011
H 0.310 -4.579 0.622
```

## Properties
ΔE to the lowest compared entry with this formula, charge and spin (kcal/mol): 23.0
2S+1: 1
Total energy (eV): -119846.4993
Highest occupied orbital energy (eV): -7.29
F_max (eV/Å): 0.63
Orbital gap (eV): 6.71

Mulliken population analysis, charges in e, atoms 1 to 8:
1. In 2.17
2. S -0.32
3. C 0.09
4. N 0.18
5. C -0.44
6. C -0.60
7. C -0.62
8. C -0.48

# 2
Formula: C46H44F3MnN8OS4
Source: the OMol25 dataset
Level of theory: the ωB97M-V functional and the def2-TZVPD basis

```
107
Properties=species:S:1:pos:R:3
Mn 0.183 -1.028 -1.553
F -5.088 -3.753 -3.955
C -3.997 -4.071 -3.200
F -3.082 -4.550 -4.037
F -4.396 -5.108 -2.415
C -3.575 -2.899 -2.365
C -4.594 -2.296 -1.647
C -4.339 -1.218 -0.812
C -3.026 -0.792 -0.727
N -2.042 -1.363 -1.408
C -2.251 -2.415 -2.240
S -0.823 -2.984 -2.994
H -5.602 -2.679 -1.747
H -5.119 -0.743 -0.236
H -2.734 0.035 -0.084
C 1.779 -5.039 4.092
C 1.466 -3.574 4.200
C 0.996 -3.012 5.380
C 0.647 -1.671 5.454
C 0.771 -0.870 4.329
C 1.257 -1.402 3.146
C 1.607 -2.747 3.081
N 2.079 -3.326 1.878
C 1.883 -2.647 0.657
N 3.035 -2.255 0.064
C 3.352 -1.557 -1.146
C 2.386 -0.939 -1.942
C 2.888 -0.239 -3.048
C 4.239 -0.151 -3.347
C 5.155 -0.795 -2.532
C 4.731 -1.511 -1.422
C 5.750 -2.204 -0.553
N 0.692 -2.439 0.231
C -0.394 -3.122 0.830
C -1.315 -2.399 1.585
C -2.427 -3.023 2.124
C -2.633 -4.377 1.905
C -1.721 -5.092 1.144
C -0.595 -4.487 0.592
C 0.367 -5.278 -0.249
H 1.519 -5.559 5.014
H 2.841 -5.222 3.902
H 1.221 -5.488 3.267
H 0.880 -3.649 6.250
H 0.271 -1.258 6.381
H 0.488 0.175 4.358
H 1.323 -0.776 2.263
H 2.920 -3.878 1.950
H 3.821 -2.347 0.685
H 2.189 0.283 -3.695
H 4.581 0.421 -4.202
H 6.217 -0.742 -2.747
H 6.746 -2.098 -0.982
H 5.546 -3.275 -0.454
H 5.795 -1.781 0.457
H -1.135 -1.341 1.742
H -3.134 -2.449 2.710
H -3.505 -4.874 2.313
H -1.888 -6.146 0.954
H -0.118 -6.171 -0.644
H 1.235 -5.594 0.339
H 0.722 -4.686 -1.092
C -3.454 2.759 -0.263
C -3.811 2.788 -1.741
N -3.233 3.921 -2.458
C -3.723 5.252 -2.101
C -2.671 6.092 -1.394
C -2.447 3.839 -3.560
O -2.231 4.809 -4.277
C -1.803 2.528 -3.896
C -1.790 2.122 -5.224
C -1.143 0.950 -5.566
C -0.500 0.231 -4.569
N -0.472 0.640 -3.303
C -1.112 1.759 -2.971
H -3.973 1.934 0.229
H -3.761 3.682 0.233
H -2.386 2.614 -0.104
H -4.900 2.850 -1.854
H -3.506 1.866 -2.230
H -4.598 5.110 -1.465
H -4.047 5.755 -3.013
H -2.327 5.607 -0.480
H -3.080 7.070 -1.133
H -1.814 6.244 -2.048
H -2.288 2.732 -5.966
H -1.129 0.592 -6.586
H 0.004 -0.705 -4.775
H -1.047 2.033 -1.923
S 4.571 4.248 -0.067
C 3.168 3.503 0.442
S 2.477 2.217 -0.506
C 1.139 2.080 0.616
N 1.229 2.899 1.609
N 2.366 3.693 1.524
C 2.499 4.609 2.609
C 3.654 5.353 2.842
C 3.709 6.218 3.927
C 2.635 6.357 4.789
C 1.490 5.609 4.555
C 1.415 4.741 3.481
S -0.120 0.943 0.389
H 4.498 5.255 2.184
H 4.616 6.786 4.091
H 2.687 7.035 5.631
H 0.637 5.697 5.217
H 0.525 4.157 3.308
```

## Properties
ΔE to the lowest compared entry with this formula, charge and spin (kcal/mol): 0.0
Charge: -1
2S+1: 6
Total energy (eV): -145204.7600
Highest occupied orbital energy (spin up / spin down) (eV): -4.47 / -5.10
⟨S²⟩: 8.76
F_max (eV/Å): 0.95
Orbital gap (spin up / spin down) (eV): 6.77 / 7.40

Mulliken population analysis, charges in e, atoms 1 to 8:
1. Mn 0.32
2. F -0.29
3. C 0.51
4. F -0.24
5. F -0.28
6. C 0.13
7. C -0.62
8. C -1.36

# 3
Formula: C46H44F7O2V
Source: the OMol25 dataset
Level of theory: the ωB97M-V functional and the def2-TZVPD basis

```
100
Properties=species:S:1:pos:R:3
V 24.568 19.960 17.236
C 21.370 21.398 16.408
O 22.569 20.690 16.570
H 20.957 21.572 17.401
H 21.499 22.422 16.058
H 20.567 20.873 15.890
C 21.231 19.432 20.592
C 22.275 20.266 19.970
O 23.247 19.778 19.346
C 22.206 21.744 20.231
H 21.209 18.495 20.035
H 20.216 19.813 20.483
H 21.300 19.070 21.618
H 21.301 22.156 19.785
H 23.001 22.317 19.753
H 22.280 21.916 21.305
F 19.755 26.776 16.211
C 20.342 26.469 17.408
C 20.078 27.092 18.626
C 20.669 26.653 19.829
C 21.534 25.592 19.759
C 21.858 24.935 18.554
C 21.264 25.388 17.345
H 19.347 27.887 18.644
H 20.446 27.102 20.786
H 21.949 25.276 20.705
H 22.693 24.253 18.500
H 21.659 25.054 16.396
F 17.148 19.308 11.304
C 17.104 20.045 12.418
C 17.748 19.590 13.544
C 17.733 20.272 14.752
C 17.075 21.517 14.795
C 16.438 22.054 13.666
C 16.439 21.261 12.517
H 18.286 18.657 13.461
H 18.176 19.854 15.644
H 16.989 22.072 15.718
H 15.863 22.968 13.661
H 15.958 21.581 11.605
F 18.802 23.230 22.321
C 18.631 22.608 21.137
C 18.106 21.305 21.043
C 17.917 20.680 19.838
C 18.155 21.445 18.649
C 18.681 22.745 18.717
C 18.956 23.330 19.966
H 17.855 20.846 21.987
H 17.619 19.648 19.727
H 17.968 21.059 17.658
H 18.776 23.261 17.773
H 19.235 24.373 19.944
F 21.146 27.039 11.710
C 20.626 25.843 12.094
C 20.197 24.972 11.097
C 19.748 23.662 11.439
C 19.668 23.292 12.804
C 20.100 24.250 13.762
C 20.510 25.530 13.415
H 20.298 25.272 10.064
H 19.557 22.961 10.640
H 19.449 22.278 13.106
H 20.107 23.952 14.801
H 20.964 26.142 14.181
F 17.295 15.353 18.845
C 18.460 15.950 18.462
C 19.732 15.324 18.619
C 20.902 15.954 18.222
C 20.781 17.246 17.767
C 19.579 17.927 17.600
C 18.434 17.280 17.999
H 19.755 14.299 18.958
H 21.870 15.487 18.327
H 21.688 17.785 17.539
H 19.608 18.968 17.314
H 17.499 17.820 18.016
F 20.578 19.425 10.447
C 20.604 18.622 11.542
C 20.531 17.214 11.426
C 20.578 16.401 12.520
C 20.901 16.990 13.750
C 21.073 18.338 13.911
C 20.840 19.208 12.817
H 20.284 16.715 10.501
H 20.392 15.344 12.397
H 21.204 16.316 14.537
H 21.271 18.794 14.870
H 20.876 20.276 12.976
F 27.006 24.656 11.478
C 26.281 24.336 12.586
C 26.931 23.983 13.753
C 26.183 23.722 14.937
C 24.801 23.723 14.853
C 24.100 24.082 13.661
C 24.877 24.395 12.523
H 27.996 23.823 13.830
H 26.720 23.338 15.792
H 24.175 23.564 15.719
H 23.021 24.122 13.689
H 24.435 24.813 11.631
```

## Properties
2S+1: 5
Total energy (eV): -97215.1527
Highest occupied orbital energy (spin up / spin down) (eV): -7.06 / -8.13
⟨S²⟩: 6.00
F_max (eV/Å): 3.11
Orbital gap (spin up / spin down) (eV): 6.79 / 7.96

Mulliken population analysis, charges in e, atoms 1 to 8:
1. V 0.27
2. C 1.22
3. O -0.19
4. H -0.73
5. H -0.30
6. H -0.27
7. C -0.43
8. C 0.68

# 4
Formula: C46H44N10PbSSbSe4
Source: the OMol25 dataset
Level of theory: the ωB97M-V functional and the def2-TZVPD basis

```
107
Properties=species:S:1:pos:R:3
Pb -0.120 -0.150 0.028
N -3.268 3.932 0.831
C -3.411 2.620 0.563
N -2.934 2.001 -0.461
C -2.125 2.738 -1.341
N -1.461 2.197 -2.289
N -0.769 1.092 -2.234
C -0.444 0.375 -3.239
C 0.808 -0.407 -3.139
C 1.272 -1.144 -4.221
C 2.578 -1.609 -4.206
C 3.395 -1.297 -3.132
C 2.830 -0.634 -2.050
N 1.560 -0.246 -2.033
C -2.056 4.197 -1.207
C -1.341 4.998 -2.096
C -1.174 6.342 -1.833
C -1.747 6.909 -0.696
C -2.474 6.133 0.184
C -2.602 4.773 -0.066
H -3.520 4.288 1.735
H -3.985 2.059 1.299
H -0.930 0.473 -4.211
H 0.620 -1.323 -5.069
H 2.961 -2.190 -5.037
H 4.446 -1.558 -3.127
H 3.419 -0.357 -1.174
H -0.877 4.532 -2.955
H -0.563 6.943 -2.494
H -1.599 7.960 -0.482
H -2.916 6.564 1.077
C -0.721 -3.138 2.967
C -0.914 -1.926 3.842
C -0.366 -1.857 5.116
C -0.554 -0.737 5.914
C -1.314 0.322 5.440
C -1.888 0.287 4.173
C -2.690 1.462 3.669
C -1.665 -0.844 3.380
N -2.142 -0.912 2.035
C -3.340 -1.204 1.787
C -4.406 -1.487 2.832
C -3.701 -1.489 0.341
C -5.085 -2.038 0.041
N -2.784 -1.347 -0.521
C -2.812 -1.960 -1.800
C -3.376 -1.362 -2.923
C -4.210 -0.111 -2.813
C -3.197 -1.981 -4.159
C -2.487 -3.162 -4.280
C -1.980 -3.775 -3.139
C -2.144 -3.196 -1.890
C -1.656 -3.881 -0.636
H -0.166 -3.910 3.500
H -0.164 -2.880 2.060
H -1.682 -3.559 2.654
H 0.222 -2.692 5.480
H -0.114 -0.690 6.903
H -1.469 1.198 6.060
H -2.087 2.056 2.975
H -2.989 2.100 4.501
H -3.588 1.147 3.133
H -4.041 -1.275 3.829
H -4.703 -2.537 2.796
H -5.302 -0.889 2.650
H -5.287 -2.958 0.592
H -5.179 -2.245 -1.020
H -5.851 -1.312 0.323
H -4.079 0.382 -1.852
H -5.270 -0.356 -2.939
H -3.945 0.604 -3.592
H -3.624 -1.513 -5.040
H -2.338 -3.612 -5.254
H -1.442 -4.714 -3.216
H -1.099 -4.787 -0.879
H -2.497 -4.161 0.007
H -1.011 -3.219 -0.047
N 4.140 -2.639 0.210
C 4.375 -3.497 -0.876
C 5.675 -3.734 -1.297
C 5.929 -4.576 -2.373
C 4.879 -5.182 -3.041
C 3.573 -4.944 -2.621
C 3.318 -4.113 -1.543
S 1.649 -3.832 -1.027
N 1.782 -2.793 0.290
C 2.892 -2.336 0.712
C 2.886 -1.417 1.891
C 3.972 -1.363 2.747
C 3.931 -0.505 3.836
C 2.804 0.261 4.025
C 1.769 0.146 3.105
N 1.797 -0.676 2.064
H 4.891 -2.028 0.474
H 6.494 -3.241 -0.784
H 6.951 -4.746 -2.689
H 5.067 -5.832 -3.886
H 2.735 -5.393 -3.146
H 4.842 -1.983 2.587
H 4.781 -0.427 4.502
H 2.721 0.964 4.842
H 0.888 0.767 3.196
Se 3.968 1.841 0.598
Sb 2.157 3.333 -0.145
Se -0.031 2.306 0.976
Se 1.964 3.429 -2.579
Se 2.027 5.513 0.935
```

## Properties
ΔE to the lowest compared entry with this formula, charge and spin (kcal/mol): 32.6
Charge: -1
2S+1: 1
Total energy (eV): -347326.9939
Highest occupied orbital energy (eV): -3.18
F_max (eV/Å): 1.14
Orbital gap (eV): 4.85

Mulliken population analysis, charges in e, atoms 1 to 8:
1. Pb 1.14
2. N 0.11
3. C -0.78
4. N 0.05
5. C -0.22
6. N -1.15
7. N 1.72
8. C -1.55